DFT (ωB97M-V with the def2-TZVPD basis set) results for 12 unconnected molecules or ions with the total composition C39H100BN14O19.

The geometry in XYZ format:
```
173
Properties=species:S:1:pos:R:3:forces:R:3:mulliken_charge:R:1
O -10.258682 14.603751 3.468266 -0.602 0.053 -0.161 -0.63
C -9.106948 14.760918 3.739139 0.054 -0.323 -0.165 -0.43
O -8.090969 14.092461 3.223602 0.002 -0.045 0.442 -0.62
B -6.910619 14.399681 4.030510 0.776 -0.352 -0.504 1.24
O -7.261074 15.602329 4.827630 0.034 -0.483 0.135 0.97
C -8.567490 15.769334 4.767757 0.810 -1.556 -1.401 0.44
O -9.240920 16.538805 5.336897 -1.219 1.900 1.394 -0.53
O -5.728861 14.654351 3.178650 0.408 0.028 0.072 -0.61
C -4.691065 13.970454 3.642791 0.209 0.350 0.777 0.98
O -3.522998 14.135825 3.395750 -0.645 -0.090 -0.403 -0.71
C -5.205092 12.996639 4.724763 -0.751 1.034 -1.075 -0.01
O -6.493007 13.239342 4.870038 -0.658 0.352 0.287 -0.13
O -4.557532 12.192327 5.291598 0.712 -1.067 0.834 -0.84
C -10.862391 7.964941 0.401611 0.059 0.646 0.843 -1.27
C -10.345601 9.180722 -0.371343 -0.591 0.149 -1.027 0.33
C -10.757334 10.523762 0.228148 0.817 -0.597 1.050 -0.32
O -12.028948 10.379611 0.809089 -0.529 -0.445 0.054 -0.36
C -12.429154 11.510909 1.537336 0.733 0.675 -0.492 -0.52
N -8.905628 9.169126 -0.622851 0.623 -0.303 1.039 -0.58
H -11.936985 7.797809 0.334214 0.065 -0.087 -0.558 0.37
H -10.744022 8.143065 1.475171 0.412 -0.089 0.045 0.25
H -10.268014 7.094194 0.132139 -0.250 -0.190 -0.069 0.36
H -10.806597 9.208368 -1.366969 -0.050 -0.454 -0.016 0.22
H -10.681207 11.330297 -0.509232 -0.231 0.003 -0.004 0.35
H -10.036800 10.745272 1.037077 -0.029 0.187 -0.069 -0.03
H -13.306234 11.341051 2.154747 -0.206 -0.350 -0.336 0.29
H -12.583960 12.307558 0.801829 -0.353 0.335 0.354 0.31
H -11.630265 11.842525 2.206323 0.142 0.042 0.099 0.12
H -8.636683 8.211573 -0.847888 -0.154 0.175 -0.449 0.29
H -8.358626 9.296555 0.250398 -0.523 0.330 -0.565 -0.01
C -3.093974 9.003153 4.699938 0.341 -0.560 -2.093 -0.65
C -1.959649 9.351949 5.648431 -1.413 0.749 0.815 0.53
C -0.705442 9.861622 4.965268 0.768 -0.936 -0.516 -0.92
O -0.186677 8.901942 4.024028 -0.718 0.571 -0.207 -0.25
C 0.360030 7.745493 4.580401 0.666 -0.046 -0.482 -0.80
N -2.405395 10.403207 6.592351 -0.697 0.095 0.187 -0.81
H -2.711616 8.316912 3.924241 -0.035 -0.098 0.226 0.44
H -3.457348 9.837075 4.084352 0.193 0.348 0.414 -0.07
H -3.984908 8.520331 5.098907 0.213 0.075 0.682 0.25
H -1.762500 8.439801 6.218896 0.287 0.220 0.150 0.30
H 0.111252 10.069885 5.670186 -0.412 0.103 0.292 0.39
H -0.878887 10.770409 4.383049 -0.215 -0.079 0.076 0.08
H 0.630714 7.126985 3.725170 -0.009 -0.183 0.032 0.24
H -0.296893 7.161229 5.224084 -0.185 0.143 0.145 0.31
H 1.296728 7.983307 5.095720 -0.031 -0.065 0.350 0.32
H -3.225214 10.045425 7.104575 0.899 -0.365 0.039 0.08
H -2.877404 11.129590 6.047718 0.601 0.006 -0.149 0.51
C -3.689072 11.138741 -1.044058 0.076 -0.094 0.333 -1.64
C -3.450347 11.593775 0.412227 -0.626 -0.515 -0.130 2.20
C -2.130012 11.132235 1.012094 -0.384 -0.407 -1.391 -0.77
O -1.086794 11.598575 0.157359 -0.021 0.528 0.940 -0.42
C 0.145872 11.485370 0.816707 1.317 0.970 -0.809 -0.72
N -3.685407 13.038713 0.510278 0.273 -0.083 0.431 -0.51
H -3.111995 10.247033 -1.296531 0.186 0.144 -0.034 0.34
H -3.478496 11.948703 -1.739458 0.130 -0.111 -0.113 0.38
H -4.736940 10.848183 -1.139886 -0.042 0.224 -0.153 0.29
H -4.235757 11.034978 0.936712 0.135 0.405 0.504 -1.12
H -2.087420 10.035352 0.971440 -0.103 -0.058 0.397 0.47
H -2.052373 11.474175 2.047737 0.282 0.147 -0.025 0.15
H 0.169954 11.970420 1.797024 -0.456 -0.771 0.408 0.28
H 0.909142 12.107710 0.323293 -0.396 -0.138 -0.565 0.31
H 0.536888 10.469334 0.739312 -0.146 -0.184 0.724 0.29
H -2.868230 13.478990 0.086280 -0.201 0.105 -0.002 0.39
H -3.659746 13.340940 1.493369 0.091 -0.281 -0.670 0.01
C -12.234456 23.418633 4.066923 0.737 0.657 0.328 -1.41
C -12.382579 22.289182 5.091544 -0.205 -0.152 -0.664 0.55
C -11.043486 21.660901 5.443502 -0.267 0.198 0.436 -0.85
O -10.623612 20.900568 4.336895 0.188 -0.020 0.545 -0.35
C -9.341244 20.332569 4.547770 0.219 0.763 -1.028 -0.99
N -13.064783 22.722552 6.317943 -0.059 0.580 -0.263 -0.74
H -13.101340 24.076508 3.972050 -0.217 -0.288 0.207 0.40
H -11.948742 23.146249 3.051388 0.070 -0.436 0.146 0.30
H -11.422248 24.040684 4.471387 -0.091 0.206 -0.292 0.31
H -12.942047 21.473722 4.619205 -0.288 0.081 0.307 0.18
H -11.185534 21.064096 6.354659 -0.015 -0.338 -0.187 0.32
H -10.284434 22.407159 5.728250 -0.032 0.166 -0.278 0.58
H -9.069308 19.922836 3.575265 0.008 -0.590 0.260 0.39
H -9.300831 19.616295 5.367995 -0.094 -0.146 -0.050 0.32
H -8.601302 21.130349 4.697652 -0.063 -0.029 0.397 0.45
H -12.600799 23.574702 6.644536 0.125 -0.304 0.096 0.26
H -13.975149 23.088367 6.039666 -0.023 -0.323 0.105 0.29
C -4.603491 7.935599 1.281028 0.569 0.602 -0.241 -0.84
C -5.829988 7.964723 2.182669 -0.089 -1.135 1.157 0.33
C -6.488363 9.323426 2.381047 -0.589 -0.352 -1.815 -0.15
O -6.530612 9.902417 1.051598 0.853 1.075 1.112 -0.11
C -6.782409 11.298486 1.173035 -1.544 -0.257 -0.302 -0.61
N -6.848067 6.945350 1.792945 0.697 -0.381 -1.421 -0.80
H -4.761254 8.506044 0.364329 -0.120 -0.184 -0.060 0.28
H -4.288215 6.920969 1.025691 -0.353 -0.095 0.043 0.42
H -3.711338 8.366620 1.744529 -0.197 0.204 0.223 -0.22
H -5.508555 7.594746 3.164547 -0.009 0.314 0.076 0.19
H -6.026830 9.975634 3.126650 0.431 -0.014 -0.235 0.17
H -7.550934 9.231486 2.630091 0.123 -0.422 0.616 0.41
H -7.838680 11.436042 1.455754 0.044 0.070 0.118 -0.39
H -6.696595 11.771935 0.198508 0.496 0.022 0.057 0.61
H -6.209937 11.783026 1.963036 0.461 0.000 -0.216 0.28
H -6.315403 6.068342 1.741196 -0.255 0.033 0.733 0.31
H -6.973429 7.011383 0.770300 -0.449 0.653 0.366 0.25
C -9.889050 10.323000 5.835716 -1.289 -0.391 1.586 -1.73
C -9.377667 11.640294 6.398921 1.401 -0.427 -1.308 2.10
C -10.456891 12.615893 6.791288 -0.203 -0.224 2.348 -1.21
O -9.887010 13.782464 7.402604 0.767 -0.130 -1.016 -0.03
C -10.830647 14.716640 7.863529 0.081 0.871 -0.381 -0.93
N -8.444854 11.296927 7.482862 -0.765 0.785 0.866 -0.20
H -10.633061 10.460824 5.054254 0.343 -0.183 -0.368 0.36
H -10.423201 9.807019 6.657891 -0.310 0.308 -0.109 0.43
H -9.128181 9.565407 5.661125 0.380 0.547 -0.828 0.35
H -8.754276 12.073863 5.608587 -0.005 0.283 0.102 -1.10
H -10.944687 12.153202 7.675450 -0.644 -0.278 -0.658 0.36
H -11.180759 12.838830 6.009578 0.070 0.169 -0.179 0.37
H -10.319492 15.598209 8.256786 0.415 -0.389 0.268 0.27
H -11.450802 14.298060 8.660295 -0.304 -0.018 -0.230 0.31
H -11.367082 15.162341 7.017518 -0.564 -0.511 0.104 0.29
H -8.985489 10.825706 8.218593 0.116 -0.139 -0.258 0.31
H -8.224957 12.180795 7.951736 0.250 -0.061 -0.178 -0.19
C -6.522206 15.906982 8.191778 -0.426 -0.428 0.053 -1.32
C -6.471611 14.711958 9.134475 -0.971 0.094 0.158 1.88
C -5.574942 15.026700 10.344647 -0.119 -0.574 -0.228 -1.06
O -4.208504 15.178427 10.081674 0.355 0.546 -0.329 -0.38
C -3.411399 13.992139 9.989948 -1.195 1.222 -0.093 -0.49
N -7.856253 14.486964 9.664074 0.390 -0.576 -0.363 -0.76
H -5.719801 15.844876 7.464570 0.201 0.418 0.186 0.38
H -6.514383 16.827003 8.775894 0.339 0.083 -0.106 0.40
H -7.473002 15.931285 7.649832 0.075 -0.209 -0.102 0.12
H -6.201566 13.811208 8.566155 0.626 0.098 0.169 -0.38
H -5.712210 14.282301 11.144929 -0.106 -0.096 -0.066 0.49
H -5.938639 15.985010 10.716473 0.080 0.020 0.156 0.28
H -3.525693 13.546377 9.007897 -0.167 -0.493 -0.119 0.10
H -3.772689 13.363171 10.806299 0.703 -0.539 -0.087 0.33
H -2.391146 14.357309 10.043481 0.160 -0.360 0.460 0.22
H -7.814830 13.634133 10.228489 -0.125 0.265 0.076 0.38
H -8.427609 14.213589 8.850448 0.155 0.349 0.494 -0.04
C -6.263191 18.633073 6.243456 -0.693 1.281 0.234 -1.14
C -5.158498 18.292823 5.285144 1.270 -1.563 -1.461 1.34
C -3.924845 19.179223 5.355695 -0.309 1.248 0.585 -0.92
O -4.213734 20.450831 4.765620 -0.659 -0.300 -0.097 -0.27
C -3.116927 21.312026 4.709003 -0.564 0.587 0.034 -0.70
N -4.675152 16.901607 5.490809 -0.909 0.441 1.079 -0.40
H -6.503800 19.699592 6.135682 0.108 -0.038 -0.125 0.52
H -6.057343 18.516161 7.307771 0.454 -0.331 -0.137 0.19
H -7.207880 18.129460 6.032400 0.207 -0.339 -0.097 -0.17
H -5.541890 18.315922 4.251062 -0.182 0.571 0.133 -0.04
H -3.008386 18.829206 4.866266 -0.318 -0.704 0.112 0.50
H -3.751132 19.324473 6.436279 0.450 -0.008 -0.174 0.35
H -2.402438 21.020074 3.933949 0.360 -0.274 0.343 0.15
H -2.698869 21.450658 5.710144 0.524 -0.174 -0.125 0.32
H -3.495191 22.290727 4.404537 -0.085 -0.012 -0.013 0.25
H -5.546430 16.365746 5.552483 0.915 -0.158 -0.313 -0.34
H -4.073440 16.582637 4.742748 -0.212 0.026 -0.198 0.24
C -13.199623 17.572314 3.632616 -0.604 0.189 -0.594 0.44
O -14.204532 18.142133 3.169636 1.412 -0.728 1.073 -0.70
N -12.139586 18.241490 4.228290 -1.298 -0.629 -0.670 -0.12
N -13.027178 16.193827 3.593365 0.417 0.714 0.335 -0.31
H -11.308671 17.760136 4.515965 0.092 -0.011 0.231 0.23
H -12.262210 19.221247 4.390804 0.334 0.159 -0.169 0.03
H -13.736799 15.588678 3.233800 -0.230 0.311 -0.336 0.20
H -12.086810 15.833539 3.594362 0.066 -0.212 0.147 0.26
C -5.470798 9.159124 7.811989 0.384 -0.729 0.924 0.64
O -4.401271 8.607301 8.104082 -0.839 0.402 -0.526 -0.74
N -5.680429 10.484036 8.008580 -0.224 0.697 -0.254 -0.11
N -6.556646 8.408460 7.386696 0.575 0.457 -0.027 -0.36
H -6.520383 10.978770 7.714202 -0.003 -0.749 -0.241 0.26
H -4.875090 11.075854 8.028096 0.503 -0.067 0.136 0.19
H -7.447287 8.860778 7.273124 -0.059 -0.011 0.152 0.19
H -6.510064 7.465660 7.728345 -0.210 -0.120 -0.185 0.22
C -2.421519 17.342507 2.089328 0.540 -0.534 1.144 0.59
O -1.407894 16.722530 2.450859 -1.438 1.080 -0.739 -0.67
N -3.660793 16.734440 1.976488 1.444 0.252 -0.042 -0.22
N -2.423333 18.723298 1.905293 -0.224 -1.132 -0.107 -0.36
H -3.697946 15.758734 2.259219 -0.074 0.338 -0.219 0.03
H -4.474608 17.247886 1.711515 -0.262 -0.059 0.034 0.17
H -3.226197 19.178722 1.523852 -0.074 0.262 0.028 0.16
H -1.592601 19.237442 2.108795 0.210 -0.012 -0.112 0.22
```
Positions in Å, forces in eV/Å.

Orbital gap (eV): 8.99
Net charge: -1
F_max (eV/A): 2.7
Multiplicity: 1
Calculated total energy (eV): -102512.373